2 unconnected molecules or ions with the total composition C2H8N2 in a non-equilibrium geometry. Source: the Open Molecules 2025 dataset; level of theory: the ωB97M-V functional and the def2-TZVPD basis.

- E_LUMO (spin up / spin down): 3.272 / 3.160 eV
- Total charge: -1
- Gap between HOMO and LUMO (spin up / spin down): 2.061 / 6.797 eV
- Spin multiplicity: 2
- ΔE to the lowest compared entry with this formula, charge and spin: 1.399 eV

Each line ends with the natural charge from an NBO analysis.
CARTESIAN COORDINATES (ANGSTROEM)
N  2.133  -4.199  2.997  -1.1106
H  3.172  -4.404  3.104  0.3490
H  1.655  -4.690  3.683  0.3410
H  1.951  -3.215  3.254  0.3508
C  -1.852  1.060  -1.173  -0.4992
C  0.227  2.175  -1.201  -0.4874
N  -1.027  2.214  -1.626  -0.5871
H  -1.707  0.173  -1.777  0.1496
H  -2.972  1.163  -1.261  0.1487
H  -1.517  0.948  -0.128  0.1188
H  0.751  3.081  -1.480  0.1326
H  0.678  1.431  -0.746  0.0937

---

2 unconnected molecules or ions with the total composition C3H8O in a non-equilibrium geometry. Source: the Open Molecules 2025 dataset; level of theory: the ωB97M-V functional and the def2-TZVPD basis.

- E_LUMO (spin up / spin down): -5.250 / -8.962 eV
- Total charge: +1
- Gap between HOMO and LUMO (spin up / spin down): 11.580 / 7.880 eV
- Spin multiplicity: 2
- ΔE to the lowest compared entry with this formula, charge and spin: 0.306 eV

Each line ends with the natural charge from an NBO analysis.
CARTESIAN COORDINATES (ANGSTROEM)
C  1.398  0.871  1.590  -0.8435
H  2.348  0.526  1.202  0.2265
H  1.456  1.236  2.602  0.2443
H  1.035  1.640  0.905  0.1966
H  0.692  0.034  1.554  0.1799
C  -1.697  -0.914  -0.573  -0.1251
C  -0.529  -0.874  -1.361  0.3415
O  -0.105  0.125  -2.055  -0.4668
H  -1.823  -1.814  -0.001  0.2509
H  -2.402  -0.098  -0.658  0.2335
H  0.160  -1.698  -1.419  0.2323
H  -0.533  0.966  -1.786  0.5298

---

A molecular structure, C30H73F2N8O9S2V in a non-equilibrium geometry. Source: the Open Molecules 2025 dataset; level of theory: the ωB97M-V functional and the def2-TZVPD basis.

- E_LUMO (spin up / spin down): -4.647 / -4.100 eV
- Total charge: +1
- Gap between HOMO and LUMO (spin up / spin down): 4.740 / 5.287 eV
- Spin multiplicity: 2
- ΔE to the lowest compared entry with this formula, charge and spin: 1.981 eV

Each line ends with the Löwdin charge.
CARTESIAN COORDINATES (ANGSTROEM)
O  -5.650  -1.201  0.224  -0.2298
V  -4.498  -0.715  1.247  1.1179
N  -3.020  -1.117  -0.191  -0.3433
S  -2.785  -0.476  -1.704  0.5270
O  -2.696  -1.435  -2.765  -0.2167
O  -1.881  0.638  -1.763  -0.2475
F  -4.192  0.203  -1.872  -0.1418
S  -1.514  -1.595  0.040  0.5152
O  -0.590  -0.618  0.546  -0.2535
O  -0.991  -2.646  -0.799  -0.2211
F  -1.845  -2.297  1.455  -0.1969
C  0.789  2.499  1.900  -0.0882
C  1.627  3.199  0.819  -0.2170
N  1.830  4.547  1.399  -0.1924
C  1.500  5.560  0.404  -0.2641
C  0.036  5.688  0.039  -0.0915
C  3.114  4.635  2.045  -0.2618
C  3.298  5.896  2.910  -0.0789
H  -0.234  2.882  1.803  0.0484
H  1.061  2.654  2.942  0.0629
H  0.704  1.422  1.704  0.0544
H  2.541  2.608  0.671  0.1030
H  1.148  3.113  -0.158  0.1103
H  2.105  5.454  -0.508  0.1218
H  1.771  6.547  0.789  0.1003
H  -0.323  6.714  0.049  0.0755
H  -0.516  5.270  0.893  0.0615
H  -0.219  5.075  -0.825  0.0628
H  3.219  3.756  2.680  0.1031
H  3.953  4.738  1.338  0.1195
H  2.900  6.800  2.445  0.0566
H  2.688  5.812  3.813  0.0718
H  4.355  6.065  3.096  0.0741
C  0.504  -1.694  -3.936  -0.0924
C  0.471  -3.193  -3.715  -0.2245
N  0.140  -3.950  -4.955  -0.1824
C  -1.116  -3.571  -5.597  -0.2695
C  -1.071  -3.940  -7.068  -0.0945
C  0.188  -5.370  -4.593  -0.2628
C  1.566  -6.035  -4.560  -0.0850
H  1.282  -1.340  -4.619  0.0805
H  0.741  -1.192  -2.994  0.0673
H  -0.403  -1.320  -4.408  0.0503
H  1.482  -3.539  -3.501  0.1101
H  -0.271  -3.490  -2.968  0.0898
H  -1.955  -4.106  -5.121  0.1143
H  -1.444  -2.534  -5.551  0.1009
H  -1.984  -3.631  -7.588  0.0709
H  -0.267  -3.408  -7.577  0.0776
H  -0.986  -5.007  -7.277  0.0634
H  -0.409  -5.901  -5.337  0.1044
H  -0.295  -5.476  -3.612  0.1052
H  1.478  -7.069  -4.214  0.0684
H  2.297  -5.583  -3.888  0.0602
H  2.048  -6.149  -5.532  0.0722
C  4.706  -3.212  2.437  -0.0952
C  5.101  -1.801  2.801  -0.2560
N  3.974  -0.888  3.023  -0.1929
C  3.027  -1.314  4.046  -0.2606
C  1.610  -0.907  3.666  -0.1062
C  4.332  0.520  3.287  -0.2203
C  5.237  1.108  2.166  -0.0822
H  4.813  -3.860  3.313  0.0708
H  5.359  -3.664  1.690  0.0736
H  3.696  -3.336  2.049  0.0766
H  5.939  -1.718  3.504  0.1240
H  5.482  -1.374  1.869  0.0952
H  2.996  -2.406  4.073  0.1030
H  3.183  -0.980  5.081  0.1179
H  1.331  -1.128  2.637  0.0732
H  0.850  -1.421  4.276  0.0619
H  1.342  0.114  3.964  0.0402
H  4.920  0.505  4.212  0.1158
H  3.421  1.109  3.350  0.0930
H  6.133  0.526  1.965  0.0588
H  5.600  2.067  2.546  0.0678
H  4.734  1.303  1.220  0.0630
C  2.496  1.293  -5.640  -0.3658
O  1.893  1.346  -6.689  0.0227
N  1.992  1.462  -4.398  -0.1944
C  2.813  1.381  -3.196  -0.0484
C  0.568  1.729  -4.291  -0.0402
H  3.550  0.968  -5.560  0.1319
H  2.965  2.391  -2.809  0.0824
H  3.800  0.989  -3.430  0.0842
H  2.303  0.757  -2.464  0.0800
H  0.058  0.816  -3.988  0.0554
H  0.406  2.425  -3.459  0.0803
H  0.153  2.220  -5.164  0.0925
C  -2.001  0.179  3.447  -0.2332
O  -2.861  0.084  2.547  -0.1222
N  -1.912  1.282  4.153  -0.1346
C  -1.051  1.458  5.320  -0.0236
C  -2.723  2.482  3.985  -0.0072
H  -1.303  -0.649  3.615  0.1475
H  -1.630  1.498  6.242  0.1014
H  -0.443  2.359  5.252  0.0997
H  -0.387  0.591  5.341  0.0787
H  -3.175  2.821  4.915  0.1026
H  -2.105  3.302  3.614  0.0999
H  -3.485  2.265  3.238  0.0724
C  -4.097  -3.806  2.394  -0.2560
O  -4.541  -2.690  2.075  -0.1067
N  -3.909  -4.781  1.526  -0.1475
C  -3.640  -6.139  1.994  -0.0156
C  -4.042  -4.632  0.084  0.0063
H  -3.846  -4.088  3.422  0.1630
H  -2.595  -6.447  2.063  0.1036
H  -3.970  -6.814  1.202  0.0951
H  -4.248  -6.293  2.881  0.0997
H  -3.103  -4.847  -0.425  0.1099
H  -4.843  -5.310  -0.210  0.1078
H  -4.352  -3.623  -0.182  0.0767
C  -4.994  2.574  0.743  -0.2458
O  -4.703  1.393  0.978  -0.1015
N  -4.262  3.428  0.035  -0.1455
C  -4.861  4.680  -0.378  -0.0223
C  -2.861  3.192  -0.282  0.0056
H  -5.970  2.984  1.028  0.1587
H  -5.856  4.861  0.016  0.0966
H  -4.900  4.625  -1.472  0.1090
H  -4.227  5.548  -0.185  0.0989
H  -2.714  2.922  -1.330  0.0966
H  -2.325  4.102  -0.024  0.0772
H  -2.534  2.294  0.241  0.0861

---

A molecular structure, C33H37Br4NO3RhS3Si3 in a non-equilibrium geometry. Source: the Open Molecules 2025 dataset; level of theory: the ωB97M-V functional and the def2-TZVPD basis.

- E_LUMO (spin up / spin down): 1.707 / 1.710 eV
- Total charge: -1
- Gap between HOMO and LUMO (spin up / spin down): 6.229 / 6.233 eV
- ΔE to the lowest compared entry with this formula, charge and spin: 1.895 eV

Each line ends with the Löwdin charge.
CARTESIAN COORDINATES (ANGSTROEM)
Rh  0.573  0.311  0.386  1.1052
Br  6.358  0.864  4.609  0.6694
C  4.577  0.843  3.969  -0.7676
C  3.518  1.178  4.794  -0.7650
Br  3.815  1.653  6.603  0.6662
C  2.207  1.171  4.279  -0.6365
Br  0.729  1.635  5.369  0.7851
C  1.935  0.831  2.959  -0.4060
O  0.713  0.797  2.432  -0.2226
C  3.022  0.505  2.118  -0.4387
O  2.722  0.238  0.883  -0.2280
C  4.316  0.508  2.632  -0.6401
Br  5.692  0.048  1.418  0.7328
C  -2.131  -1.180  -1.505  -0.1646
Si  -0.836  -2.007  -0.457  0.3780
C  -1.308  -3.826  -0.660  -0.1884
C  0.996  -2.019  -0.950  -0.1817
C  -0.847  -1.331  1.271  -0.4092
Si  -0.118  -2.497  2.535  0.4014
C  -1.498  -3.719  2.900  -0.1666
C  0.449  -1.864  4.185  -0.1652
C  1.354  -3.459  1.902  -0.1686
Si  -2.176  -0.204  1.847  0.4554
C  -3.899  -0.872  1.477  -0.1741
C  -2.196  0.242  3.643  -0.1853
C  -2.022  1.473  1.021  -0.2516
C  -3.062  2.388  0.928  -0.0501
C  -2.802  3.680  0.495  -0.0556
C  -1.512  4.024  0.132  -0.0677
C  -0.526  3.057  0.190  -0.1084
N  -0.777  1.832  0.638  -0.0492
H  -2.069  -1.526  -2.542  0.0238
H  -2.029  -0.093  -1.512  0.0242
H  -3.117  -1.453  -1.109  0.0254
H  -1.291  -4.064  -1.730  0.0319
H  -2.322  -4.022  -0.288  0.0256
H  -0.627  -4.511  -0.148  0.0135
H  1.148  -1.650  -1.954  -0.0332
H  1.446  -3.010  -0.864  0.0447
H  1.595  -1.367  -0.301  -0.0069
H  -2.378  -3.215  3.321  0.0276
H  -1.153  -4.464  3.625  0.0335
H  -1.818  -4.246  1.994  0.0138
H  -0.322  -1.333  4.745  0.0125
H  1.308  -1.200  4.089  0.0186
H  0.761  -2.735  4.773  0.0424
H  1.118  -4.104  1.052  0.0108
H  1.722  -4.094  2.715  0.0367
H  2.167  -2.789  1.600  0.0396
H  -3.865  -1.962  1.368  0.0298
H  -4.304  -0.462  0.546  0.0223
H  -4.593  -0.639  2.291  0.0294
H  -2.490  -0.604  4.277  0.0398
H  -2.915  1.054  3.799  0.0414
H  -1.211  0.588  3.952  -0.0583
H  -4.064  2.088  1.214  0.1076
H  -3.598  4.414  0.448  0.1070
H  -1.266  5.019  -0.209  0.1120
H  0.489  3.258  -0.128  0.1358
O  0.105  0.726  -1.618  -0.3102
C  0.581  0.939  -2.910  -0.5482
C  2.107  0.842  -3.062  -0.4805
C  3.037  1.022  -2.086  -0.1110
C  4.378  0.912  -2.555  -0.1676
C  4.443  0.671  -3.891  -0.4209
S  2.883  0.550  -4.578  0.9893
C  -0.145  0.011  -3.929  -0.4558
C  -1.275  0.327  -4.631  -0.1299
C  -1.766  -0.733  -5.445  -0.1861
C  -0.994  -1.850  -5.355  -0.4192
S  0.319  -1.609  -4.293  1.0314
C  0.144  2.360  -3.318  -0.4624
C  -0.910  3.028  -2.784  -0.1555
C  -1.165  4.284  -3.413  -0.1858
C  -0.297  4.533  -4.431  -0.4257
S  0.830  3.258  -4.619  1.0389
H  2.793  1.220  -1.058  0.0786
H  5.243  0.998  -1.910  0.0907
H  5.318  0.530  -4.508  0.0573
H  -1.751  1.296  -4.565  0.1123
H  -2.640  -0.654  -6.079  0.0959
H  -1.121  -2.802  -5.849  0.0598
H  -1.495  2.609  -1.981  0.0996
H  -1.958  4.961  -3.117  0.0954
H  -0.253  5.394  -5.082  0.0557

---

> Number 4 is which compound?

C33H37Br4NO3RhS3Si3

---

> What is the ΔE to the lowest compared entry with this formula, charge and spin in the fourth record?

1.895 eV

---

> What is the formula in the third record?

C30H73F2N8O9S2V